Entry 1:
Density functional theory data (ωB97M-V/def2-TZVPD) for C28H45As3CaCl5NOSSe as an isolated structure.

Summary:
- Charge: 0
- Max |F|: 0.55 eV/A
- Orbital gap: 8.04 eV

Geometry as XYZ:
```
86
C28H45As3CaCl5NOSSe, DFT ωB97M-V/def2-TZVPD
Ca 0.10760 0.11921 0.93768
C -3.87696 -2.08418 -0.04342
As -2.32705 -1.66459 1.05481
C -3.24939 -0.72394 2.50017
C -1.98667 -3.31358 2.05814
C -1.18783 -4.45202 1.38304
C -1.65422 -4.68863 -0.05962
C 0.32685 -4.17750 1.39531
As 1.13599 -2.71747 0.35146
C 2.96750 -3.05060 0.92876
C 1.26355 -3.50908 -1.43422
C -1.36631 -5.72217 2.24711
As -3.02637 -6.80639 2.41875
C -4.53759 -5.59862 2.04516
C -3.01887 -7.71550 0.67497
H -4.64715 -2.58310 0.54262
H -3.58993 -2.71026 -0.88477
H -4.24838 -1.13597 -0.42812
H -4.02637 -1.34408 2.94568
H -3.71459 0.18013 2.10274
H -2.52965 -0.44848 3.26918
H -2.95520 -3.68992 2.37686
H -1.45412 -2.97276 2.95053
H -1.46160 -3.80552 -0.67124
H -2.72056 -4.89803 -0.09724
H -1.12259 -5.53170 -0.50715
H 0.84580 -5.08160 1.06742
H 0.64935 -3.96814 2.41834
H 3.21731 -4.10858 0.86685
H 3.07602 -2.71286 1.95898
H 3.64922 -2.48171 0.29835
H 1.50214 -4.57048 -1.39705
H 2.05782 -2.98344 -1.96365
H 0.33202 -3.36687 -1.97815
H -1.09528 -5.47402 3.27599
H -0.64413 -6.48072 1.92841
H -4.71557 -4.93555 2.89135
H -5.41635 -6.23456 1.93286
H -4.41781 -5.00928 1.13837
H -2.08209 -8.26140 0.55779
H -3.14741 -7.04120 -0.16833
H -3.83180 -8.44200 0.67152
Cl 2.60117 0.35716 -1.81758
C 2.43578 1.91854 -1.05512
C 1.50070 2.02714 -0.03880
C 1.38885 3.28296 0.53330
Cl 0.22313 3.46442 1.82992
C 2.12712 4.39226 0.12495
Cl 1.90716 5.93253 0.86450
C 3.04942 4.23092 -0.90802
Cl 3.97836 5.57488 -1.45241
C 3.21253 2.98107 -1.50651
Cl 4.33721 2.77699 -2.79608
Se 0.88344 -0.87288 3.43588
C -0.48105 -0.29526 4.62749
C -1.21250 -1.21898 5.37180
C -2.24416 -0.76983 6.18618
N -2.59257 0.51201 6.31221
C -1.87503 1.39266 5.61380
C -0.82460 1.04803 4.77287
H -0.98235 -2.27500 5.30781
H -2.82616 -1.47831 6.76586
H -2.15760 2.43371 5.73355
H -0.27345 1.81568 4.24621
C -5.73754 3.90926 -0.01733
C -4.58878 3.14592 -0.67348
C -3.38537 3.06960 0.25031
S -2.09965 1.97335 -0.39910
O -2.77502 0.81693 -1.06091
C -1.42836 3.05906 -1.67802
C -0.75222 2.21430 -2.75246
C 0.05588 3.08811 -3.71186
H -6.59339 3.95745 -0.69117
H -5.44101 4.93042 0.23239
H -6.06255 3.42046 0.90363
H -4.31746 3.63151 -1.61278
H -4.90089 2.13125 -0.92395
H -3.66221 2.64318 1.21782
H -2.91040 4.03702 0.43420
H -0.70868 3.69566 -1.15457
H -2.22351 3.68020 -2.09185
H -1.51529 1.64869 -3.28741
H -0.09000 1.48498 -2.28218
H -0.58182 3.82670 -4.20336
H 0.52688 2.47833 -4.48341
H 0.84246 3.62097 -3.17207
```

Entry 2:
Density functional theory data (ωB97M-V/def2-TZVPD) for a 3-piece molecular cluster, C28H45BF3NO11P2S2 overall at a distorted geometry.

Summary:
- Charge: 0
- SMILES string: OB(O)Oc1cc2c(c(F)c1CCF)N(S)c1c(CCF)cccc1S2.CCOP(=O)(OCC)OCC.CCOP(=O)(OCC)OCC
- Max |F|: 8.89 eV/A
- Orbital gap: 6.69 eV

Geometry as XYZ:
```
93
C28H45BF3NO11P2S2, DFT ωB97M-V/def2-TZVPD
O -0.55596 5.78883 9.13272
B -0.55629 4.78499 8.12044
O 0.47366 4.80579 7.13285
O -1.58999 3.80181 8.08474
C -1.75616 3.46526 6.71039
C -1.08131 2.24111 6.25879
C -1.29354 1.86462 4.84472
C -2.10346 2.62996 3.91016
C -2.73381 3.85372 4.45858
F -3.51306 4.61920 3.61733
C -2.59228 4.30232 5.83623
C -3.32861 5.59071 6.36758
C -4.14246 5.29768 7.70047
F -4.51713 3.94034 7.83395
N -2.40201 2.32419 2.52875
S -4.03928 1.75484 2.37844
C -1.43862 1.46967 1.86641
C -1.40681 1.55032 0.37741
C -2.32873 2.49694 -0.45493
C -1.43930 3.72839 -0.89504
F -2.08092 4.55544 -1.84173
C -0.50195 0.69693 -0.41227
C 0.41994 -0.29950 0.26732
C 0.39552 -0.34735 1.72122
C -0.52716 0.51772 2.47890
S -0.47292 0.33336 4.29616
H -1.02500 6.53825 8.71103
H 0.21063 5.47075 6.46727
H -0.44865 1.62325 6.93298
H -2.56886 6.37343 6.62774
H -4.04889 5.93093 5.57524
H -5.08505 5.91347 7.77282
H -3.54412 5.55282 8.62021
H -4.70621 2.88270 1.92108
H -3.20737 2.89556 0.11006
H -2.75769 1.93920 -1.33903
H -0.45655 3.31381 -1.26557
H -1.24998 4.33137 0.03824
H -0.49558 0.74326 -1.53319
H 1.07584 -0.95978 -0.35242
H 1.08292 -1.06812 2.22364
C -6.82517 -2.97242 -5.06176
C -5.85988 -3.17140 -3.90711
O -4.51847 -3.30059 -4.36805
P -3.70280 -1.94166 -4.80973
O -3.39202 -1.39900 -3.43178
O -2.22383 -2.63591 -5.08466
C -1.04949 -2.07401 -4.50286
C -0.64967 -2.84447 -3.25792
O -4.07211 -2.28900 -6.42271
C -3.76388 -1.27728 -7.39815
C -2.28873 -1.25371 -7.75628
H -6.66056 -2.00502 -5.54364
H -7.85859 -3.00890 -4.71278
H -6.67944 -3.74001 -5.82370
H -5.93378 -2.34800 -3.18960
H -6.10520 -4.09419 -3.37920
H -1.18816 -1.01219 -4.28923
H -0.24979 -2.14680 -5.24576
H -1.47394 -2.93541 -2.55069
H 0.18636 -2.34756 -2.75923
H -0.34700 -3.85946 -3.52340
H -4.09351 -0.29926 -7.03622
H -4.34727 -1.51303 -8.29004
H -1.70271 -0.79393 -6.95808
H -2.11947 -0.66882 -8.66278
H -1.90355 -2.26325 -7.90442
C 6.19354 0.76168 0.05211
C 5.08020 -0.18604 0.46031
O 5.06466 -1.34854 -0.36328
P 6.17154 -2.53251 -0.07832
O 5.54097 -3.14733 1.15167
O 5.60580 -3.64668 -1.16594
C 5.38121 -4.99642 -0.76152
C 3.90886 -5.22995 -0.47733
O 7.11071 -1.90514 -1.33645
C 8.43620 -2.44182 -1.49541
C 8.43105 -3.79093 -2.19163
H 7.17301 0.32430 0.26304
H 6.11667 1.70542 0.59472
H 6.15566 0.96311 -1.01979
H 5.17401 -0.46995 1.51335
H 4.11463 0.30689 0.33445
H 6.00085 -5.25598 0.09887
H 5.69721 -5.64100 -1.58694
H 3.51214 -4.49949 0.22755
H 3.75278 -6.23218 -0.07142
H 3.32701 -5.13411 -1.39655
H 8.93018 -2.50671 -0.52181
H 8.99413 -1.72585 -2.10162
H 8.09406 -4.57682 -1.51287
H 9.43568 -4.05816 -2.52594
H 7.75712 -3.78871 -3.04912
```

Entry 3:
Density functional theory data (ωB97M-V/def2-TZVPD) for a 5-piece molecular cluster, C28H45BrN3O15 overall at a distorted geometry.

Summary:
- Charge: +1
- Max |F|: 7.56 eV/A
- Orbital gap: 8.35 eV

Geometry as XYZ:
```
92
C28H45BrN3O15, DFT ωB97M-V/def2-TZVPD
C 4.97940 -2.93679 1.08333
C 4.38031 -3.08129 -0.39321
O 4.27977 -4.25874 -0.86387
O 3.99362 -2.01357 -1.25361
C 3.51742 -0.85779 -0.52026
C 2.00222 -1.04133 0.05367
C 1.48584 0.36895 0.64018
C -0.00319 0.77806 0.19269
C -1.14176 0.53813 1.30974
C -2.25553 -0.41247 0.66726
N -2.30776 -1.77930 1.18329
C -3.35434 -2.39649 0.39891
C -3.58095 -3.94400 0.73948
C -2.27365 -4.74856 0.16147
N -1.19104 -4.92682 1.17054
N -3.96630 -1.51194 -0.54923
O -4.94462 -1.84409 -1.41243
C -3.30763 -0.18167 -0.43320
Br -3.63021 1.49486 -1.40460
H 4.10702 -2.72533 1.81025
H 5.75404 -2.09971 1.17828
H 5.45586 -3.95228 1.36297
H 3.43294 0.00245 -1.29689
H 4.23831 -0.46801 0.28532
H 1.30044 -1.53562 -0.70072
H 2.11793 -1.75769 0.95803
H 2.19629 1.17820 0.20560
H 1.57079 0.37652 1.78728
H -0.26761 0.10926 -0.72015
H -0.10575 1.85938 -0.18477
H -1.55098 1.48559 1.79736
H -0.64087 -0.07831 2.15888
H -1.69887 -2.13836 1.92740
H -4.53893 -4.33213 0.24546
H -3.63935 -4.05484 1.88260
H -1.86296 -4.07908 -0.68847
H -2.62682 -5.74220 -0.30993
H -1.25526 -4.26150 1.95112
H -1.13319 -5.89383 1.52186
H -4.54738 -2.58431 -1.95335
C -1.94759 6.28943 1.20303
C -1.28233 5.35498 2.18996
C -0.06595 5.93487 2.84865
O 0.69353 4.77147 3.16002
C 0.34348 3.82311 2.24762
O 0.92107 2.78148 2.09361
O -0.74625 4.21148 1.52823
H -2.34854 7.17281 1.70544
H -1.24427 6.61247 0.43052
H -2.76424 5.77792 0.68665
H -2.01265 5.00564 2.92850
H -0.30744 6.49351 3.75473
H 0.52976 6.57032 2.18580
C 3.75099 2.93918 -3.14958
C 2.38288 3.54581 -3.37399
C 2.29131 4.99304 -2.99032
O 0.91201 5.13411 -2.66680
C 0.48120 3.90844 -2.25715
O -0.57828 3.70118 -1.73281
O 1.41272 2.94818 -2.51679
H 4.49907 3.40356 -3.79613
H 4.06643 3.05240 -2.10844
H 3.72854 1.86518 -3.35357
H 2.06410 3.38240 -4.40943
H 2.56715 5.66072 -3.80857
H 2.88274 5.24951 -2.10561
C 1.57623 -1.26397 6.77107
C 2.12387 -0.92467 5.40172
C 1.64424 -1.83977 4.31363
O 2.70473 -1.76960 3.36866
C 3.83578 -1.47291 4.07400
O 4.94635 -1.52045 3.62756
O 3.53449 -1.11860 5.35473
H 0.49264 -1.12811 6.80729
H 1.81095 -2.29643 7.04473
H 2.03554 -0.62773 7.53205
H 1.91976 0.12557 5.16427
H 0.70566 -1.50290 3.86760
H 1.53396 -2.88074 4.63421
C -3.54989 -0.56647 -5.63738
C -3.27879 -2.05281 -5.68464
C -4.49353 -2.88194 -5.97721
O -4.17465 -4.11921 -5.34791
C -3.32186 -3.82743 -4.32663
O -2.99783 -4.60242 -3.46797
O -2.88813 -2.53763 -4.40173
H -3.86355 -0.18807 -6.61289
H -4.32681 -0.33492 -4.90293
H -2.65213 -0.02699 -5.32352
H -2.46693 -2.26645 -6.38832
H -4.65637 -3.02161 -7.04733
H -5.41041 -2.49032 -5.52486
```

Entry 4:
Density functional theory data (ωB97M-V/def2-TZVPD) for C28H45CaN3O10PSbSe4 as an isolated structure at a distorted geometry.

Summary:
- Charge: -2
- Max |F|: 1.05 eV/A
- Orbital gap (alpha / beta): 5.34 / 5.04 eV

Geometry as XYZ:
```
93
C28H45CaN3O10PSbSe4, DFT ωB97M-V/def2-TZVPD
Ca 0.33954 -0.29388 0.29836
C -0.98755 -0.68440 3.51502
O -0.54806 0.21094 2.50034
C -0.46978 1.56657 2.87066
C 0.66175 2.20060 2.08566
O 0.45124 2.20800 0.68309
C -0.32161 3.29941 0.24409
H -0.29738 -0.65679 4.36187
H -0.97963 -1.68746 3.08786
H -2.00274 -0.42359 3.83589
H -0.21557 1.66410 3.93293
H -1.42628 2.07129 2.68757
H 1.57093 1.61784 2.25626
H 0.83094 3.22125 2.45135
H 0.16958 4.23976 0.52211
H -1.32754 3.26862 0.66665
H -0.39798 3.23303 -0.83912
Se -1.81909 -4.06143 1.63366
Sb -0.66225 -4.21579 -0.50445
Se -0.92938 -1.98362 -1.64005
Se 1.83237 -4.40250 -0.08759
Se -1.27847 -6.02294 -1.99370
O -1.92680 0.88449 0.05040
P -3.25243 0.65536 -0.62967
C -4.33854 2.10958 -0.30357
C -4.34155 2.46553 1.20147
C -4.59675 3.96111 1.44529
C -5.56010 4.50691 0.39821
C -4.89069 4.48651 -0.98336
C -3.88431 3.33118 -1.11353
C -3.11679 0.47800 -2.45005
C -1.83137 1.12400 -2.98894
C -1.61941 0.68263 -4.43568
C -2.84742 0.97569 -5.33042
C -3.97402 1.65362 -4.55344
C -4.35863 0.85752 -3.30486
C -4.12364 -0.82750 -0.05333
C -5.56911 -0.94582 -0.59371
C -6.59640 -0.73328 0.51426
C -6.45145 -1.80550 1.59913
C -4.97296 -2.10698 1.92332
C -4.04293 -0.98514 1.47425
H -5.35501 1.84934 -0.61821
H -3.38711 2.17555 1.64537
H -5.11429 1.88573 1.70915
H -3.65740 4.52200 1.39310
H -4.98873 4.10599 2.45427
H -5.88820 5.51871 0.64678
H -6.45745 3.87982 0.39076
H -4.37169 5.43379 -1.15373
H -5.65272 4.40416 -1.76343
H -2.90332 3.64411 -0.75469
H -3.75520 3.08104 -2.16470
H -2.94944 -0.59985 -2.54384
H -0.98409 0.78871 -2.39319
H -1.86428 2.21592 -2.90896
H -1.41326 -0.38930 -4.41553
H -0.72557 1.16147 -4.83901
H -3.22599 0.04446 -5.76030
H -2.56288 1.61085 -6.17282
H -4.85458 1.77872 -5.18988
H -3.65699 2.66187 -4.26831
H -4.85923 -0.06133 -3.62060
H -5.09971 1.42460 -2.73712
H -3.51602 -1.63704 -0.47610
H -5.70377 -1.94416 -1.01860
H -5.75448 -0.24594 -1.41177
H -7.60879 -0.74507 0.10094
H -6.45334 0.26190 0.95130
H -6.93657 -2.72214 1.25270
H -6.99252 -1.48931 2.49596
H -4.64455 -3.02453 1.43193
H -4.84295 -2.28265 2.99351
H -3.01814 -1.24435 1.73386
H -4.29779 -0.05997 1.99713
O 8.25472 -0.54606 2.11062
N 7.17817 -0.91660 2.56642
O 7.06911 -1.44137 3.66599
C 5.98487 -0.69937 1.79089
C 6.07313 -0.03076 0.59050
C 4.92772 0.24023 -0.13210
C 3.61362 -0.20049 0.27948
O 2.56822 0.07807 -0.35188
C 3.60971 -0.92395 1.54030
C 4.74126 -1.13382 2.27432
N 2.35622 -1.31125 2.09594
O 1.51762 -1.99405 1.35176
O 2.25024 -1.31455 3.36593
N 5.10490 1.04697 -1.32497
O 4.15256 1.64013 -1.79336
O 6.20468 1.01751 -1.87525
H 7.02593 0.31833 0.22516
H 4.65875 -1.62671 3.23096
```

The highest charge belongs to which entry? C28H45BrN3O15